Entry 1:
Here is a molecular structure, C59H57ClFN2O5P2ReS2 from the OMol25 dataset. Energies are from ωB97M-V/def2-TZVPD.

- Kohn-Sham gap (alpha / beta): 6.14 / 6.44 eV
- HOMO energy (alpha / beta): -4.703 / -4.534 eV
- Largest force on an atom: 2.55 eV/Å
- Energy relative to the best compared isomer or geometry (same formula, charge and spin): 2.673 eV

```
! wB97M-V def2-TZVPD RIJCOSX def2/J DEFGRID3
* xyz -1 2
Re 0.97724 0.10360 0.37100
S 2.67302 0.30511 -3.15543
P 0.74980 0.55451 -3.00116
C 0.31926 1.01611 -1.28783
P -0.52193 2.63257 -1.09766
S -0.49545 3.55733 0.61924
C 0.31458 3.72356 -2.30407
C 1.70473 3.65966 -2.23566
C 2.48063 4.48760 -3.02438
C 1.87007 5.40470 -3.86458
C 0.48931 5.51134 -3.89038
C -0.29327 4.67788 -3.10966
C -2.29176 2.39702 -1.47550
C -3.14449 3.49347 -1.40843
C -4.50470 3.31632 -1.57732
C -5.01636 2.04746 -1.80442
C -4.16980 0.95075 -1.83002
C -2.80845 1.11840 -1.64629
C -0.13718 -1.00338 -3.43008
C -1.43173 -1.07607 -3.93279
C -1.96878 -2.30138 -4.28781
C -1.22920 -3.46465 -4.15061
C 0.06276 -3.39382 -3.66431
C 0.60259 -2.17180 -3.31473
C 0.15641 1.63557 -4.37204
C 1.07878 1.91445 -5.37304
C 0.72359 2.66854 -6.47566
C -0.57274 3.13404 -6.60539
C -1.50539 2.83640 -5.62698
C -1.14613 2.09876 -4.51372
H 2.16929 2.96136 -1.54957
H 3.55892 4.42312 -2.98500
H 2.46955 6.04669 -4.49520
H 0.02011 6.25282 -4.52448
H -1.37047 4.75989 -3.14646
H -2.73610 4.47130 -1.19156
H -5.17041 4.16474 -1.51608
H -6.07951 1.90938 -1.94509
H -4.57080 -0.04053 -1.98581
H -2.13091 0.27353 -1.62766
H -2.02997 -0.18892 -4.06828
H -2.97193 -2.34718 -4.69109
H -1.65537 -4.41635 -4.43650
H 0.65377 -4.29132 -3.56212
H 1.61595 -2.10110 -2.95842
H 2.08378 1.53071 -5.27775
H 1.46072 2.89498 -7.23312
H -0.86361 3.72122 -7.46507
H -2.52299 3.18948 -5.72373
H -1.88420 1.91361 -3.75032
C -2.36336 -1.55154 7.31151
C -2.36821 -0.05300 6.99995
C -3.72322 0.53839 7.38112
C -3.83400 1.97022 6.87449
C -3.68900 1.96612 5.38013
C -4.38930 2.84044 4.57772
C -4.19308 2.83132 3.20027
F -4.92168 3.68670 2.44757
C -3.28752 1.98781 2.61061
C -2.56165 1.09702 3.40797
C -1.53189 0.26375 2.76811
O -1.39741 0.24022 1.53618
C -0.72897 -0.47141 3.71172
C -1.03321 -0.47616 5.03201
N -2.07651 0.17784 5.58709
C -2.78288 1.05901 4.80092
C 0.56663 -1.19972 3.33675
O 0.94621 -2.09625 4.08159
O 1.19489 -0.76393 2.33621
H -2.72086 -1.70417 8.32668
H -1.37110 -1.98418 7.23423
H -3.02329 -2.07869 6.62589
H -1.58619 0.43928 7.59508
H -3.82690 0.50923 8.46694
H -4.52279 -0.06578 6.94508
H -3.03461 2.57716 7.31348
H -4.78738 2.41423 7.16658
H -5.07469 3.55616 5.00676
H -3.09454 2.00728 1.54964
H -0.38732 -1.03645 5.69090
Cl 1.77063 3.05832 4.96921
C 1.17783 2.34499 3.47438
C 2.29800 2.17792 2.41120
O 3.45772 2.41868 2.67597
O 1.84295 1.80335 1.28276
H 0.38389 2.98014 3.07596
H 0.78834 1.35569 3.71589
C -3.29919 -2.93085 -0.76700
C -1.88208 -3.41182 -0.63670
C -1.57674 -4.76621 -0.73550
C -0.25375 -5.17129 -0.67022
C 0.12149 -6.62439 -0.76011
C 0.75548 -4.23741 -0.50427
C 0.49451 -2.85794 -0.36254
C -0.86947 -2.49775 -0.44426
N 1.41124 -1.85616 -0.17516
C 2.83032 -2.20033 0.08447
C 3.49213 -2.81164 -1.16690
C 4.92762 -3.23423 -0.85832
C 4.95013 -4.19821 0.32748
C 4.39650 -3.49808 1.56765
C 5.22068 -2.25168 1.87362
C 5.13765 -1.30747 0.67712
C 5.75091 -1.98901 -0.54091
C 3.67591 -0.94313 0.40076
C 2.94425 -3.09842 1.33274
H -4.00610 -3.75222 -0.65670
H -3.43676 -2.48310 -1.75215
H -3.51754 -2.16419 -0.02579
H -2.37016 -5.49049 -0.86020
H -0.72643 -7.23604 -1.05889
H 0.47813 -6.97587 0.20813
H 0.92577 -6.76606 -1.47997
H 1.75471 -4.63458 -0.48417
H -1.12048 -1.44576 -0.32921
H 3.51554 -2.04152 -1.94102
H 2.93778 -3.65896 -1.56467
H 5.34475 -3.73486 -1.74202
H 5.97341 -4.53850 0.51408
H 4.34242 -5.07876 0.09813
H 4.43619 -4.18561 2.42099
H 6.26249 -2.52445 2.06875
H 4.82742 -1.76230 2.76651
H 5.68213 -0.38336 0.90131
H 6.79112 -2.26028 -0.33769
H 5.73409 -1.31079 -1.39658
H 3.63836 -0.24548 -0.44605
H 3.31012 -0.45011 1.30663
H 2.58006 -2.53441 2.19255
H 2.31997 -3.98664 1.26612
*
```

***

Entry 2:
Here is 9 unconnected molecules or ions with the total composition C59H59BrF8O3S from the OMol25 dataset. Energies are from ωB97M-V/def2-TZVPD.

- Kohn-Sham gap: 8.96 eV
- HOMO energy: -8.468 eV
- Largest force on an atom: 1.14 eV/Å
- SMILES: CCSC[C@@H]1OC(=O)[C@H](Br)[C@@]1(O)[C@H](C)CC.Fc1ccccc1.Fc1ccccc1.Fc1ccccc1.Fc1ccccc1.Fc1ccccc1.Fc1ccccc1.Fc1ccccc1.Fc1ccccc1

```
! wB97M-V def2-TZVPD RIJCOSX def2/J DEFGRID3
* xyz 0 1
C 6.07827 -1.23368 4.08557
C 5.01134 -1.46516 3.01853
S 4.27910 0.11365 2.48053
C 2.64015 -0.45688 1.94692
C 1.42968 -0.12175 2.78662
O 0.98910 1.24379 2.59417
C 0.11798 1.45339 3.62176
O -0.97590 1.91798 3.48123
C 0.77012 0.89167 4.85932
Br 2.20473 2.14403 5.26668
C 1.31302 -0.46216 4.31575
O 2.50449 -0.74385 5.00761
C 0.21459 -1.52988 4.61255
C 0.31773 -2.02121 6.06143
C 0.17657 -2.75637 3.66929
C -1.25044 -3.02960 3.17044
H 6.20369 -2.14118 4.68549
H 7.04551 -0.98272 3.64877
H 5.76124 -0.44178 4.76890
H 5.40028 -1.98335 2.13998
H 4.19767 -2.07268 3.42369
H 2.46573 0.00525 0.96960
H 2.68476 -1.53453 1.77506
H 0.63501 -0.71884 2.31712
H 0.11517 0.83299 5.72157
H 2.77203 -1.65246 4.82767
H -0.75400 -1.01785 4.54000
H 1.24453 -2.57020 6.24117
H 0.27362 -1.20238 6.78444
H -0.51580 -2.69743 6.27142
H 0.83279 -2.61589 2.80570
H 0.52080 -3.64675 4.20532
H -1.94948 -2.90812 4.00381
H -1.35711 -4.02512 2.74293
H -1.53370 -2.28386 2.42451
F -1.26926 -3.30846 -0.21411
C -0.66190 -2.31463 -0.90172
C -0.15211 -2.59148 -2.15339
C 0.47674 -1.56999 -2.85461
C 0.59065 -0.30483 -2.29424
C 0.06060 -0.05077 -1.03569
C -0.57705 -1.05988 -0.33025
H -0.24704 -3.58779 -2.56274
H 0.87740 -1.76330 -3.83914
H 1.08272 0.48498 -2.84263
H 0.14216 0.93563 -0.59677
H -1.00138 -0.87825 0.64730
F -0.88115 7.86348 6.51315
C -0.41325 7.07742 5.51774
C -1.09168 5.91525 5.21214
C -0.60670 5.11453 4.18720
C 0.54075 5.48121 3.49700
C 1.20723 6.65320 3.82714
C 0.72737 7.46581 4.84504
H -1.97864 5.64759 5.77035
H -1.12447 4.20255 3.92962
H 0.91849 4.84796 2.70467
H 2.10289 6.93572 3.29538
H 1.22467 8.38672 5.11911
F 0.15683 2.06178 -4.42549
C -0.72121 2.86353 -3.78188
C -2.05065 2.82583 -4.14747
C -2.94661 3.64213 -3.47111
C -2.50136 4.47473 -2.45253
C -1.15776 4.49217 -2.10500
C -0.25232 3.67886 -2.77181
H -2.37092 2.16769 -4.94382
H -3.99623 3.63248 -3.73019
H -3.20441 5.10868 -1.92836
H -0.80979 5.14017 -1.31161
H 0.79904 3.67061 -2.51642
F 4.44903 6.61319 3.58420
C 5.37583 7.58564 3.45577
C 5.28137 8.70145 4.26234
C 6.23616 9.69868 4.12572
C 7.25706 9.56982 3.19416
C 7.32601 8.43655 2.39554
C 6.38066 7.42916 2.52315
H 4.47578 8.77947 4.97993
H 6.18131 10.57901 4.75186
H 7.99776 10.35109 3.09144
H 8.11917 8.33396 1.66725
H 6.41609 6.53520 1.91566
F -1.04132 -2.94601 -4.96708
C -1.87680 -3.93829 -5.34816
C -1.70637 -4.51396 -6.59056
C -2.56629 -5.53543 -6.96831
C -3.57319 -5.95819 -6.11173
C -3.72082 -5.35930 -4.86809
C -2.86672 -4.33876 -4.47379
H -0.91719 -4.16419 -7.24222
H -2.44893 -6.00484 -7.93588
H -4.23965 -6.75103 -6.41442
H -4.50515 -5.68644 -4.19863
H -2.96013 -3.85810 -3.50894
F -6.05679 4.35689 -3.67766
C -6.89737 4.95261 -2.80065
C -7.37376 6.21377 -3.09203
C -8.23282 6.81885 -2.18605
C -8.59358 6.16451 -1.01622
C -8.09514 4.89684 -0.74963
C -7.23871 4.27650 -1.64787
H -7.07382 6.70487 -4.00759
H -8.62072 7.80626 -2.39683
H -9.26147 6.64270 -0.31286
H -8.37116 4.38609 0.16293
H -6.83924 3.28845 -1.46389
F 7.34272 -4.59809 -0.64753
C 6.06012 -4.27351 -0.90938
C 5.13390 -5.28607 -1.06170
C 3.81457 -4.94357 -1.32298
C 3.44172 -3.61046 -1.43357
C 4.39538 -2.61315 -1.28076
C 5.71722 -2.94079 -1.01265
H 5.44679 -6.31772 -0.97533
H 3.07442 -5.72404 -1.44014
H 2.41180 -3.34780 -1.63781
H 4.10889 -1.57297 -1.36698
H 6.47276 -2.17763 -0.88140
F -3.83361 -8.77696 -7.63715
C -3.94207 -9.65884 -6.61929
C -2.79177 -10.09637 -5.99584
C -2.91148 -10.99522 -4.94611
C -4.16282 -11.44014 -4.54171
C -5.30241 -10.98231 -5.18805
C -5.19911 -10.08000 -6.23729
H -1.82848 -9.73570 -6.32968
H -2.02185 -11.34741 -4.44168
H -4.24921 -12.14204 -3.72356
H -6.27875 -11.32854 -4.87683
H -6.07272 -9.70602 -6.75376
*
```

***

Question: What is the largest force on an atom in the first record?
Answer: 2.55 eV/Å

***

Question: Which of these has the lowest largest force on an atom?
Answer: C59H59BrF8O3S

***

Question: Look up the largest force on an atom of the second one.
Answer: 1.14 eV/Å

***

Question: Which of these has the lowest largest force on an atom?
Answer: C59H59BrF8O3S